[1]
DFT (ωB97M-V/def2-TZVPD) results for an isolated ion of composition C5H14N3O2 and charge +1 at a distorted geometry.

HOMO level (alpha / beta)	-0.31410 / -0.52242	Eh
ΔE to the lowest compared entry with this formula, charge and spin	1.7235	eV
frontier orbital gap (alpha / beta)	5.617 / 6.549	eV
multiplicity	3
lowest unoccupied orbital energy (alpha / beta)	-0.1077 / -0.2818	hartree
max |F|	8.027	eV/A
total charge	+1

```
24
Properties=species:S:1:pos:R:3:forces:R:3:lowdin_charge:R:1
C -2.274 -0.427 -0.020 5.717 -3.970 0.339 -0.61
C 1.485 -0.427 1.331 3.514 1.528 1.246 -0.05
C 1.896 -0.972 -1.094 -0.301 1.052 -1.083 -0.03
C 1.407 0.054 -0.066 -1.110 0.858 -2.630 -0.36
C -0.029 0.493 -0.432 0.214 -1.844 0.749 -0.46
N -2.799 -1.429 0.689 -1.534 -1.003 0.747 0.34
N -0.320 0.958 -1.705 -0.489 0.781 -0.195 0.17
N -0.296 1.703 0.673 1.671 0.847 -1.459 0.26
O -2.829 0.499 -0.558 -4.420 6.110 -2.751 0.15
O -0.860 -0.527 0.063 0.786 0.702 -0.006 -0.02
H 2.556 -0.796 1.541 -1.641 0.594 -0.203 0.14
H 1.263 0.351 2.093 0.284 -0.446 -0.362 0.09
H 0.840 -1.208 1.466 -1.553 -2.145 0.467 0.05
H 1.409 -1.923 -1.048 -0.590 -0.561 0.358 0.08
H 1.752 -0.617 -2.165 0.532 -0.306 1.409 0.11
H 2.925 -1.144 -0.857 0.814 -0.126 -0.344 0.08
H 1.919 0.996 -0.273 0.782 -0.119 0.341 0.14
H -3.662 -1.335 1.169 -1.251 0.139 0.641 0.14
H -2.143 -2.052 1.070 0.835 -1.262 0.604 0.13
H -1.295 1.033 -1.860 -1.148 0.151 0.145 0.07
H 0.072 0.935 -2.648 1.230 -0.498 1.277 0.14
H -1.086 2.203 0.325 -0.868 0.667 -0.057 0.13
H 0.534 2.348 0.752 -1.117 -0.767 -0.226 0.18
H -0.467 1.285 1.556 -0.357 -0.383 0.993 0.12
```
Forces are in eV/Å.



[2]
DFT (ωB97M-V/def2-TZVPD) results for C5H14N3O4 as an isolated structure at a distorted geometry.

HOMO level	-0.48233	Eh
ΔE to the lowest compared entry with this formula, charge and spin	2.0363	eV
frontier orbital gap	10.330	eV
lowest unoccupied orbital energy	-0.1027	hartree
max |F|	7.563	eV/A
total charge	+1

```
26
Properties=species:S:1:pos:R:3:forces:R:3:lowdin_charge:R:1
C -2.863 -0.259 0.555 -2.952 -1.491 -2.446 -0.11
C -1.269 -1.514 0.625 2.101 -0.356 1.686 -0.32
C -1.510 -0.131 -0.145 0.000 -1.961 1.466 -0.37
C -1.257 -0.247 -1.652 -0.552 1.097 0.352 -0.18
C 2.730 0.851 -0.966 3.853 -0.824 -4.429 -0.15
N 1.897 0.591 -0.082 -0.021 0.668 1.089 0.18
N 3.592 0.997 -1.819 -5.679 1.698 4.697 0.29
N -0.650 0.886 0.489 -0.572 2.859 -1.447 0.07
O -2.451 -1.310 1.423 1.465 -0.419 -0.478 -0.04
O -1.184 -2.614 -0.240 -0.319 0.218 -0.427 0.01
O 0.126 -0.445 -1.805 0.475 -1.300 0.511 -0.07
O 2.926 1.590 2.151 0.871 -0.561 -0.110 -0.02
H -3.309 0.598 1.082 0.155 -0.298 -0.313 0.13
H -3.641 -0.817 -0.182 1.308 1.977 1.412 0.18
H -0.289 -1.647 1.303 -2.091 0.855 -1.142 0.19
H -1.629 0.657 -2.148 0.671 0.249 -0.017 0.14
H -1.747 -1.028 -2.203 -0.814 -0.660 0.543 0.13
H 2.237 0.879 0.844 0.452 0.107 0.547 0.07
H 0.802 0.649 0.054 -0.360 -0.156 -0.443 0.08
H 3.806 1.231 2.362 -0.437 0.232 0.029 0.09
H 4.316 0.561 -2.264 1.940 -1.499 -1.249 0.08
H -1.027 1.254 1.393 0.460 -1.045 -0.697 0.14
H -0.759 1.773 -0.112 0.206 -1.490 0.911 0.16
H -1.799 -3.354 -0.147 -0.150 0.423 0.480 0.13
H 0.245 -1.344 -1.372 0.166 1.268 -0.995 0.12
H 2.707 2.191 2.855 -0.177 0.410 0.470 0.07
```
Forces are in eV/Å.



[3]
DFT (ωB97M-V/def2-TZVPD) results for a 2-piece molecular cluster, C5H14N3O4 overall at a distorted geometry.

HOMO level	-0.49435	Eh
ΔE to the lowest compared entry with this formula, charge and spin	1.3092	eV
frontier orbital gap	10.408	eV
lowest unoccupied orbital energy	-0.1119	hartree
max |F|	6.494	eV/A
total charge	+1

```
26
Properties=species:S:1:pos:R:3:forces:R:3:lowdin_charge:R:1
C 2.800 -0.276 0.297 0.928 0.279 -0.752 -0.05
C 1.314 1.173 0.309 0.274 0.257 -1.233 -0.37
C 1.283 -0.398 0.008 0.235 -0.252 0.078 -0.34
C 0.795 -0.928 -1.367 0.502 0.589 2.230 -0.18
C -2.587 0.161 0.267 3.515 2.693 -0.153 -0.35
N -1.716 1.438 -0.048 -5.657 -3.123 -0.650 0.16
N -2.077 -0.870 0.914 1.639 3.574 -1.343 0.19
N 0.543 -1.225 0.965 0.246 0.324 1.810 0.07
O 2.711 1.182 0.486 0.016 -1.482 0.062 -0.03
O 1.020 1.938 -0.820 -1.191 2.650 0.123 -0.01
O -0.503 -0.533 -1.591 -1.056 -2.421 -0.163 -0.02
O -3.787 0.179 -0.218 0.851 1.675 -0.229 0.20
H 3.013 -0.692 1.282 0.455 -0.423 -0.239 0.12
H 3.568 -0.594 -0.517 -1.355 0.595 1.463 0.17
H 0.784 1.592 1.169 0.030 -0.446 0.335 0.15
H 0.905 -2.012 -1.375 -0.334 -0.118 0.036 0.14
H 1.467 -0.573 -2.049 1.592 1.043 -2.319 0.10
H -2.398 2.212 -0.410 1.835 -1.763 1.347 0.16
H -1.175 1.623 0.763 0.288 0.654 0.679 0.05
H -0.899 -0.936 0.879 -0.802 0.055 0.909 0.09
H -2.597 -1.691 0.925 -1.117 -1.682 0.188 0.10
H 1.037 -1.253 1.914 -1.246 -0.259 -1.720 0.16
H 0.323 -2.164 0.605 0.982 0.316 0.365 0.13
H 0.843 2.941 -0.594 0.735 -3.077 -0.502 0.18
H -0.540 0.381 -1.751 0.146 2.029 -0.292 0.05
H -4.127 -0.673 -0.045 -1.510 -1.685 -0.031 0.12
```
Forces are in eV/Å.



[4]
DFT (ωB97M-V/def2-TZVPD) results for an isolated ion of composition C5H14N3S and charge +1 at a distorted geometry.

HOMO level	-0.49453	Eh
ΔE to the lowest compared entry with this formula, charge and spin	1.5771	eV
frontier orbital gap	10.377	eV
lowest unoccupied orbital energy	-0.1132	hartree
structure (SMILES)	CCCNN(S)C(C)=[NH2+]
max |F|	4.110	eV/A
total charge	+1

```
23
Properties=species:S:1:pos:R:3:forces:R:3:lowdin_charge:R:1
C -3.103 -0.613 0.596 -0.008 0.045 -0.040 -0.12
C 2.601 1.344 0.762 -0.526 -2.060 3.518 -0.04
C -1.654 -0.285 0.381 2.339 0.618 -2.141 -0.23
C -0.923 -1.283 -0.699 -2.312 2.252 1.304 -0.21
C 1.601 1.014 -0.270 1.237 0.106 0.899 -0.44
N 0.222 -0.680 -1.251 1.583 2.163 -1.498 -0.10
N 1.163 -0.216 -0.373 0.864 -1.893 1.428 -0.43
N 1.207 1.957 -1.046 -1.363 0.109 -1.710 0.24
S 2.048 -1.455 0.487 -2.309 -1.622 1.138 0.89
H -3.366 -0.107 1.504 -0.682 0.243 0.420 0.07
H -3.722 -0.255 -0.221 -0.079 0.062 -0.047 0.08
H -3.319 -1.669 0.733 0.216 -0.182 0.036 0.08
H 2.138 0.929 1.762 0.603 0.952 -1.637 0.13
H 3.512 0.713 0.793 -0.322 0.712 -0.718 0.08
H 2.790 2.383 0.961 0.125 0.432 -0.531 0.09
H -1.072 -0.333 1.367 -0.658 0.229 -1.416 0.12
H -1.526 0.763 -0.140 -0.323 -1.650 1.464 0.13
H -0.728 -2.124 -0.067 -0.097 -1.466 -0.557 0.07
H -1.522 -1.326 -1.630 -0.409 -1.076 1.039 0.15
H 0.578 1.665 -1.805 0.196 0.796 0.393 0.15
H 1.540 2.891 -0.894 -0.119 0.189 -0.350 0.14
H 0.722 -1.170 -1.984 -0.409 -0.366 -0.057 0.14
H 0.815 -2.141 1.036 2.455 1.405 -0.939 -0.01
```
Forces are in eV/Å.



[5]
DFT (ωB97M-V/def2-TZVPD) results for a 2-piece molecular cluster, C5H14N5 overall at a distorted geometry.

HOMO level	-0.49050	Eh
ΔE to the lowest compared entry with this formula, charge and spin	2.3809	eV
frontier orbital gap	10.817	eV
lowest unoccupied orbital energy	-0.0930	hartree
max |F|	5.218	eV/A
total charge	+1

```
24
Properties=species:S:1:pos:R:3:forces:R:3:lowdin_charge:R:1
C -2.383 -0.133 0.966 -1.459 0.700 -3.419 -0.15
C -1.926 1.231 0.320 -0.324 -3.393 -1.549 -0.06
C 3.430 -0.621 0.363 -1.778 2.133 -0.734 -0.08
C 2.565 0.711 0.010 0.570 -3.906 2.129 -0.06
C -1.810 -0.572 -1.114 1.191 -2.612 -2.298 -0.22
N -1.705 -1.169 0.193 1.612 0.949 -0.092 -0.04
N 2.373 -1.581 0.336 0.171 -4.054 0.977 -0.02
N 1.207 -1.121 0.019 0.661 -1.670 0.061 -0.02
N -1.301 0.797 -1.005 2.977 -0.638 4.174 0.01
N 1.273 0.063 -0.234 -1.979 4.548 -1.621 -0.06
H -2.111 -0.202 1.955 -0.025 -0.076 2.386 0.10
H -3.463 -0.230 0.684 0.666 -0.062 1.228 0.13
H -2.699 1.845 0.061 -2.068 1.821 -0.129 0.10
H -1.235 1.636 0.923 2.495 1.979 1.840 0.08
H 4.071 -0.691 -0.453 1.614 -0.881 -1.096 0.09
H 3.886 -0.649 1.312 0.843 0.385 0.936 0.11
H 2.466 1.237 0.914 -0.256 1.233 1.005 0.10
H 2.981 1.309 -0.739 0.269 0.652 -1.384 0.10
H -1.116 -1.089 -1.962 -2.279 0.794 1.970 0.18
H -2.916 -0.546 -1.223 0.783 0.012 -1.265 0.14
H -0.699 -1.095 0.453 -1.027 -0.820 -0.152 0.06
H 2.409 -2.608 0.604 0.147 2.100 -0.538 0.20
H -0.084 0.751 -0.774 -2.074 -0.704 -0.430 0.19
H -1.485 1.396 -1.738 -0.730 1.510 -1.998 0.12
```
Forces are in eV/Å.



[6]
DFT (ωB97M-V/def2-TZVPD) results for an isolated ion of composition C5H14N5P and charge +2 at a distorted geometry.

HOMO level	-0.62114	Eh
ΔE to the lowest compared entry with this formula, charge and spin	1.5529	eV
frontier orbital gap	8.889	eV
lowest unoccupied orbital energy	-0.2945	hartree
structure (SMILES)	C[N+](C)=C1N=[P@@H](C)NC(=[NH2+])N1
max |F|	6.850	eV/A
total charge	+2

```
25
Properties=species:S:1:pos:R:3:forces:R:3:lowdin_charge:R:1
C -0.437 -0.340 -0.078 -2.786 1.257 -0.376 -0.33
C 1.772 -1.326 -0.187 0.270 6.486 -2.186 -0.12
C -2.672 0.511 -0.172 -1.138 -3.568 -1.118 0.01
C -2.302 -1.929 0.553 0.033 1.850 0.305 0.03
C 1.758 2.983 0.239 1.070 -0.921 0.166 -0.16
N -0.134 0.869 -0.440 0.811 0.405 0.069 -0.06
N 2.301 0.311 -0.787 1.594 -5.071 1.936 -0.07
N 0.463 -1.453 -0.025 1.332 2.413 -0.555 0.22
N -1.763 -0.573 0.170 3.481 -0.950 0.893 -0.11
N 2.750 -2.132 -0.101 1.738 0.633 0.028 0.27
P 1.251 1.596 -0.833 -0.163 -0.775 0.546 0.82
H -2.522 1.369 0.322 0.805 2.977 2.187 0.06
H -2.529 0.712 -1.213 -0.476 0.106 -0.766 0.11
H -3.638 0.089 0.098 -0.288 0.512 -0.515 0.11
H -3.285 -1.755 0.967 -0.199 0.081 0.194 0.10
H -2.463 -2.360 -0.404 0.103 -1.584 -0.418 0.10
H -1.755 -2.441 1.374 0.025 0.164 -0.961 0.12
H 2.457 2.732 1.142 -1.026 0.336 -2.023 0.12
H 2.029 3.867 -0.376 0.127 -0.628 0.548 0.08
H 0.801 3.145 0.667 -1.109 0.750 0.714 0.03
H 3.352 0.332 -0.587 -2.135 0.258 -0.477 0.13
H 0.019 -2.202 0.393 -0.505 -2.599 0.933 0.12
H 3.773 -1.927 -0.140 -1.310 0.338 -0.286 0.20
H 2.579 -3.044 0.179 -0.460 -2.376 0.647 0.14
H 1.107 2.050 -2.170 0.206 -0.095 0.515 0.08
```
Forces are in eV/Å.



[7]
DFT (ωB97M-V/def2-TZVPD) results for a 2-piece molecular cluster, C5H14N5S overall at a distorted geometry.

HOMO level	-0.45729	Eh
ΔE to the lowest compared entry with this formula, charge and spin	0.0000	eV
frontier orbital gap	9.427	eV
lowest unoccupied orbital energy	-0.1109	hartree
max |F|	4.326	eV/A
total charge	+1

```
25
Properties=species:S:1:pos:R:3:forces:R:3:lowdin_charge:R:1
C -3.010 -1.119 1.544 -0.020 1.207 -0.069 -0.16
C 0.819 1.488 1.483 -1.287 -0.977 -4.012 0.03
C 0.017 -0.987 -1.504 -1.332 1.290 1.418 0.04
C 2.053 0.245 -1.023 0.741 0.446 -0.068 -0.01
C 0.080 0.742 0.337 -0.844 -0.378 1.962 -0.31
N -1.547 3.608 -0.607 0.479 -0.386 0.656 0.27
N -0.924 2.678 -0.482 -1.797 1.918 -0.302 -0.17
N -2.799 -1.040 0.297 0.259 -0.884 -0.500 -0.45
N -0.294 1.671 -0.663 1.553 -1.522 -1.536 0.07
N 0.863 -0.320 -0.410 -0.275 -0.783 -0.540 -0.11
S -3.668 0.228 -0.439 -0.072 1.347 1.202 0.76
H -2.392 -1.737 2.180 -0.105 -0.381 -0.044 0.08
H -3.709 -0.396 1.966 -0.163 -0.390 0.637 0.06
H 1.473 2.145 1.025 1.626 1.363 -0.776 0.07
H 1.279 0.970 2.199 1.693 -2.464 2.732 0.06
H 0.090 2.070 1.884 -2.192 1.685 1.516 0.06
H -0.481 -1.859 -1.171 0.361 -1.380 0.639 0.08
H -0.874 -0.359 -1.571 0.469 0.405 -0.790 0.07
H 0.571 -1.100 -2.402 0.396 -0.019 -0.594 0.10
H 1.932 0.833 -1.892 -1.035 0.331 -1.059 0.10
H 2.481 0.945 -0.340 0.931 -0.185 0.677 0.09
H 2.608 -0.620 -1.288 1.316 -0.328 -0.105 0.11
H -0.827 0.218 0.698 0.597 0.078 0.048 0.11
H 1.301 -1.067 0.183 -1.323 0.962 0.062 0.21
H -3.986 -0.263 -1.594 0.023 -0.955 -1.154 -0.16
```
Forces are in eV/Å.



[8]
DFT (ωB97M-V/def2-TZVPD) results for a 2-piece molecular cluster, C5H14N6O overall at a distorted geometry.

HOMO level	-0.28888	Eh
ΔE to the lowest compared entry with this formula, charge and spin	2.2025	eV
frontier orbital gap	8.526	eV
lowest unoccupied orbital energy	0.0244	hartree
structure (SMILES)	[H]/N=C1\CCNN1.CN(N)/C=N/O
max |F|	1.028	eV/A

```
26
Properties=species:S:1:pos:R:3:forces:R:3:lowdin_charge:R:1
C -2.265 -0.030 -0.332 0.391 0.701 -0.012 -0.45
C -3.478 0.837 -0.072 -0.815 -0.396 -0.429 -0.11
C -4.387 -0.194 0.623 -0.837 0.590 0.096 -0.21
C 2.782 1.484 -0.099 -0.032 0.427 0.101 -0.08
C 3.850 -0.674 0.231 0.272 -0.054 0.207 -0.21
H -1.141 1.408 -0.546 0.417 -0.287 0.210 0.05
H -3.916 1.144 -1.043 0.124 -0.122 0.387 0.12
H -3.273 1.740 0.500 0.189 -0.134 0.055 0.11
H -5.470 0.030 0.548 0.597 -0.108 0.084 0.12
H -4.116 -0.281 1.684 -0.054 -0.087 -0.239 0.12
H -4.594 -1.390 -0.977 0.477 -0.235 0.393 0.11
H -2.120 -2.121 -0.065 -0.246 0.533 -0.194 0.15
H 3.625 2.016 0.358 -0.100 -0.015 -0.422 0.08
H 1.852 2.025 0.177 0.508 -0.538 -0.074 0.08
H 2.867 1.468 -1.204 0.111 0.147 0.389 0.09
H 1.150 -0.445 -0.552 -0.210 -0.014 0.333 0.05
H 0.874 -0.146 1.040 0.455 -0.039 -0.408 0.07
H 3.675 -1.751 0.393 0.068 0.590 -0.160 0.14
H 6.746 -0.851 -0.232 0.182 0.088 -0.039 0.07
N -1.066 0.387 -0.508 -0.728 -0.115 -0.219 0.11
N -4.094 -1.449 -0.075 -0.112 0.262 -0.060 -0.05
N -2.702 -1.329 -0.337 0.384 -0.539 -0.142 0.01
N 2.765 0.138 0.436 -0.085 0.109 0.343 -0.27
N 1.551 -0.542 0.382 -0.576 -0.378 -0.170 0.02
N 4.994 -0.192 -0.075 -0.289 -0.450 -0.194 -0.02
O 5.892 -1.283 -0.255 -0.093 0.066 0.162 -0.11
```
Forces are in eV/Å.